Record 1
C20H41N2P3STl as an isolated structure. Source: OMol25; level of theory: ωB97M-V/def2-TZVPD.

Calculated values
**DFT total energy**: -2489.7716 Eh
**HOMO level (spin up / spin down)**: -16.250 / -16.453 eV
**Total charge**: +3
**Largest force on an atom**: 2.5 eV/A
**Energy relative to the best compared isomer or geometry (same formula, charge and spin)**: 46.07 kcal per mole
**Frontier orbital gap (spin up / spin down)**: 4.455 / 3.637 eV

Cartesian coordinates (Å):
Tl -0.70233 -0.28274 -0.50832
P -1.96174 2.30819 1.16308
P -2.08806 -1.18263 2.08674
P 1.65652 1.88745 -0.04047
H -0.50669 -5.20884 -1.91478
C 0.51534 -4.86937 -2.13052
C 1.43436 -4.76870 -1.15675
H 1.18325 -4.95288 -0.10692
C -3.27649 2.64693 -0.07956
C -2.99774 2.37770 2.67677
C -1.22177 3.98176 1.26660
C -1.44853 -2.90202 2.03873
C -2.37019 -0.97977 3.88826
C -3.80796 -1.44911 1.48998
C 3.05746 0.77606 -0.47859
C 2.66400 3.13845 0.84759
C 1.43823 2.80399 -1.62062
H 0.75944 -4.66652 -3.17979
H 2.49444 -4.57040 -1.38152
H -3.83351 3.54498 0.22155
H -3.95976 1.78801 -0.14078
H -2.81788 2.81602 -1.06340
H -3.58538 3.30614 2.65845
H -2.35652 2.37148 3.56752
H -3.67522 1.51651 2.72394
H -2.02965 4.72402 1.33045
H -0.60908 4.18548 0.37918
H -0.58668 4.05987 2.15893
H -2.26299 -3.63455 1.95392
H -0.87739 -3.09155 2.95792
H -0.77156 -3.01817 1.17942
H -3.27512 -1.50790 4.21499
H -2.47766 0.08918 4.11491
H -1.49865 -1.37159 4.42870
H -4.35671 -2.08260 2.19777
H -3.78661 -1.92882 0.50036
H -4.31316 -0.47575 1.38941
H 3.56932 1.13773 -1.38007
H 2.70439 -0.25146 -0.64291
H 3.76325 0.77348 0.36173
H 3.36394 3.61635 0.15136
H 3.22583 2.64165 1.64917
H 2.01939 3.90980 1.28295
H 2.42368 3.00569 -2.06316
H 0.93167 3.75444 -1.40530
H 0.79699 2.24089 -2.31790
C 1.19142 -1.22008 -4.47918
C 0.69343 -0.60620 -5.64175
C 1.02047 -1.12377 -6.90021
C 1.84829 -2.24648 -7.00215
C 2.27796 -2.89649 -5.84301
C 1.96703 -2.38676 -4.57770
S 0.88484 -0.50711 -2.88426
H -0.00414 -1.51707 -2.44608
H 0.03672 0.25542 -5.51808
H 0.61152 -0.65583 -7.79718
H 2.15381 -2.61697 -7.98710
H 2.85566 -3.81735 -5.91536
H 2.27824 -2.87674 -3.65200
N 1.55721 -0.26488 3.41621
C 1.93041 0.08391 4.67754
C 1.26936 1.27558 4.95719
C 0.52144 1.57429 3.80797
N 0.69027 0.62705 2.85696
H 1.85452 -1.08034 2.89122
H 2.61725 -0.50242 5.26997
H 1.31608 1.86353 5.85888
H -0.11826 2.43186 3.63907

Forces on atoms 1 to 2 (eV/Å):
-0.4 0.9 2.0
-1.2 1.2 0.3

natural (NBO) population analysis, charges in e, atoms 1 to 6: number 1, Tl, carries 0.717; number 2, P, carries 1.004; number 3, P, carries 0.965; number 4, P, carries 0.900; number 5, H, carries 0.217; number 6, C, carries -0.405

=====

Record 2
C20H20IN3O3Pd as an isolated structure. Source: OMol25; level of theory: ωB97M-V/def2-TZVPD.

Calculated values
**DFT total energy**: -1589.7629 Eh
**HOMO level**: -0.508 eV
**Total charge**: -2
**Largest force on an atom**: 0.6 eV/A
**Energy relative to the best compared isomer or geometry (same formula, charge and spin)**: 5.48 kcal per mole
**Frontier orbital gap**: 4.965 eV

Cartesian coordinates (Å):
Pd 0.46649 0.64795 -1.31610
I 3.19252 0.81472 -1.51466
C 3.28839 -1.26264 -1.82673
C 4.48169 -1.79527 -2.21973
C 4.58314 -3.19346 -2.40575
C 3.50502 -3.98619 -2.16320
C 2.26745 -3.43652 -1.73417
C 1.16742 -4.27169 -1.43947
C 0.00337 -3.70949 -0.99352
C -0.13449 -2.31182 -0.87095
C 0.87397 -1.40890 -1.18610
C 2.11688 -2.02008 -1.58170
H 5.34146 -1.15767 -2.37895
H 5.52558 -3.62338 -2.72798
H 3.57528 -5.06357 -2.28510
H 1.27402 -5.34604 -1.55641
H -0.83731 -4.35000 -0.73859
H -1.07839 -1.92463 -0.50555
C -2.71465 0.29852 -1.37396
C -1.47692 1.08613 -1.53606
N -1.02083 2.16973 -1.76165
H -2.64671 -0.63638 -1.93426
H -3.56835 0.87910 -1.73116
H -2.81835 0.05306 -0.31629
C -3.43362 2.56185 4.21541
C -3.31824 1.07366 4.52719
C -1.93546 0.49102 4.20150
C -1.92303 -1.00837 4.53781
C -0.59634 -1.68834 4.21382
C -0.91690 1.17623 5.08577
O -0.98924 1.15913 6.31368
N 0.06571 1.80925 4.42480
C 0.24671 1.89490 2.98950
O 1.24303 2.52935 2.66932
N -0.63674 1.31685 2.16317
C -1.68086 0.64809 2.67192
O -2.54096 0.09011 1.97753
H -4.43718 2.93148 4.44027
H -3.23005 2.75255 3.15990
H -2.72289 3.14550 4.80635
H -4.03988 0.51555 3.92862
H -3.52351 0.89151 5.58543
H -2.72126 -1.46594 3.95102
H -2.16020 -1.11898 5.59955
H -0.35397 -1.58224 3.15448
H -0.63835 -2.75546 4.44366
H 0.22170 -1.25384 4.79417
H 0.77694 2.27707 4.96500

Forces on atoms 1 to 2 (eV/Å):
0.2 -0.3 -0.2
0.0 0.1 0.0

natural (NBO) population analysis, charges in e, atoms 1 to 6: number 1, Pd, carries 0.199; number 2, I, carries 0.163; number 3, C, carries -0.080; number 4, C, carries -0.310; number 5, C, carries -0.236; number 6, C, carries -0.238

=====

Record 3
A 2-piece molecular cluster, FHN6 overall. Source: OMol25; level of theory: ωB97M-V/def2-TZVPD.

Calculated values
**DFT total energy**: -428.7791 Eh
**HOMO level**: -10.343 eV
**Largest force on an atom**: 4.3 eV/A
**Energy relative to the best compared isomer or geometry (same formula, charge and spin)**: 2.88 kcal per mole
**Frontier orbital gap**: 9.843 eV

Cartesian coordinates (Å):
N -2.53531 -1.79874 0.23952
N 1.12224 1.98061 0.13855
N -1.94048 -0.87594 0.02376
N 1.52823 0.93342 0.12125
N -1.14543 -0.03598 -0.24615
N 1.93485 -0.14440 0.43444
F 2.39906 -1.00262 -0.53099
H -1.36316 0.94365 -0.18039

Forces on atoms 1 to 2 (eV/Å):
-0.5 -0.2 0.1
-0.4 0.8 -0.3

natural (NBO) population analysis, charges in e, atoms 1 to 6: number 1, N, carries -0.075; number 2, N, carries -0.020; number 3, N, carries 0.262; number 4, N, carries 0.194; number 5, N, carries -0.581; number 6, N, carries 0.022

=====

Record 4
A 2-piece molecular cluster, CH7O4P2 overall. Source: OMol25; level of theory: ωB97M-V/def2-TZVPD.

Calculated values
**DFT total energy**: -1026.0280 Eh
**HOMO level**: -2.681 eV
**Total charge**: -1
**Largest force on an atom**: 1.2 eV/A
**Energy relative to the best compared isomer or geometry (same formula, charge and spin)**: 0.00 kcal per mole
**Frontier orbital gap**: 5.884 eV

Cartesian coordinates (Å):
O 0.12942 2.33585 -1.16210
P 0.11312 0.91065 -1.53363
O -1.38330 0.43255 -1.92954
O 0.93105 0.65584 -2.92656
P 0.84624 -0.43269 0.01242
H -1.34745 -0.40375 -2.40674
H 0.85261 1.44541 -3.47726
H 2.13576 -0.35505 -0.62405
H 0.46485 -1.62853 -0.62556
C -0.55097 -0.59722 2.92488
O -0.68316 -1.30782 1.78219
H 0.50648 -0.47847 3.28549
H -0.93183 0.45400 2.87258
H -1.08285 -1.03075 3.80787

Forces on atoms 1 to 2 (eV/Å):
-0.1 0.0 -0.1
0.1 0.0 0.0

natural (NBO) population analysis, charges in e, atoms 1 to 6: number 1, O, carries -1.121; number 2, P, carries 2.014; number 3, O, carries -0.995; number 4, O, carries -1.020; number 5, P, carries 0.136; number 6, H, carries 0.492